Entry 1:
{"formula": "C22H39N5O9", "method": "ωB97M-V/def2-TZVPD", "gap_ev": 11.04, "homo_ev": -10.717, "smiles": "CCOC(=O)OC.CCOC(=O)OC.CCOC(=O)OC.CC#N.CC#N.CC#N.CC#N.CC#N", "energy_ev": -49322.32108, "largest_force_ev_per_a": 3.1, "symbols": ["C", "C", "O", "C", "O", "O", "C", "H", "H", "H", "H", "H", "H", "H", "H", "C", "C", "O", "C", "O", "O", "C", "H", "H", "H", "H", "H", "H", "H", "H", "C", "C", "O", "C", "O", "O", "C", "H", "H", "H", "H", "H", "H", "H", "H", "C", "C", "N", "H", "H", "H", "C", "C", "N", "H", "H", "H", "C", "C", "N", "H", "H", "H", "C", "C", "N", "H", "H", "H", "C", "C", "N", "H", "H", "H"], "coordinates": [[5.8314, 4.9366, 2.9221], [4.7359, 3.9376, 3.2212], [3.4583, 4.4900, 2.8548], [3.1273, 4.2121, 1.5526], [3.8035, 3.6174, 0.7612], [1.9214, 4.7371, 1.2636], [1.5175, 4.5220, -0.1354], [5.5577, 5.8776, 3.3546], [5.8001, 5.0213, 1.8292], [6.7768, 4.7208, 3.4281], [4.5934, 3.8043, 4.2868], [4.9363, 2.9851, 2.7133], [1.6494, 3.4360, -0.4092], [2.1444, 5.0893, -0.7668], [0.4890, 4.8942, -0.1468], [0.2337, 1.3626, 3.0674], [1.7115, 1.4647, 3.2809], [2.1759, 0.4459, 4.2430], [2.4619, -0.7567, 3.8090], [2.2279, -1.2326, 2.7164], [2.8285, -1.4579, 4.8950], [2.8890, -2.8439, 4.5783], [0.0320, 2.1051, 2.2617], [-0.3284, 1.6841, 3.9547], [0.1588, 0.3407, 2.8339], [1.9436, 2.4529, 3.7123], [2.2214, 1.3592, 2.2667], [1.8252, -3.2310, 4.4871], [3.4549, -3.2834, 5.4028], [3.4645, -3.0549, 3.6835], [-0.3532, -2.3653, -4.4892], [0.0860, -2.4601, -3.0775], [1.2486, -1.6243, -2.8871], [2.4182, -2.2417, -3.0813], [2.5534, -3.3856, -3.4065], [3.3125, -1.2922, -2.8921], [4.6572, -1.6666, -3.3695], [0.2177, -3.0465, -5.0800], [-0.3800, -1.3599, -4.9206], [-1.3993, -2.6432, -4.5151], [0.2715, -3.4816, -2.7055], [-0.6892, -1.9788, -2.4204], [4.5548, -2.5902, -3.9246], [5.3463, -1.8123, -2.5214], [4.9733, -0.8425, -3.9944], [-7.5251, -0.0527, 2.0515], [-6.8870, -1.3635, 1.9137], [-6.3233, -2.3643, 1.7717], [-7.5035, 0.1777, 3.1252], [-8.5444, -0.0118, 1.6710], [-6.8592, 0.6985, 1.6102], [-0.4743, 2.5172, -3.3953], [-0.9633, 3.8381, -3.1208], [-1.2632, 4.9359, -2.9908], [0.6268, 2.3338, -3.1649], [-0.5599, 2.3492, -4.4402], [-1.0180, 1.7820, -2.8090], [-4.1254, -4.8632, 1.2929], [-4.3004, -4.9462, -0.1538], [-4.3962, -4.8755, -1.2782], [-4.8958, -5.4905, 1.7919], [-4.1986, -3.8509, 1.6809], [-3.1901, -5.3657, 1.5402], [-4.5755, -2.3183, -4.8943], [-3.9507, -1.4698, -3.8601], [-3.3380, -0.7818, -3.1301], [-4.2316, -1.9541, -5.8813], [-5.6661, -2.1921, -4.8465], [-4.3012, -3.3802, -4.7139], [-2.1156, -0.8110, 0.3989], [-1.7044, 0.4920, -0.0196], [-1.4254, 1.5300, -0.4411], [-1.2411, -1.4387, 0.5864], [-2.8083, -1.2890, -0.3022], [-2.7022, -0.6802, 1.3705]], "atomic_forces_ev_per_a": [[-0.6, -0.1, -0.1], [0.2, 0.0, 0.8], [-0.5, -0.6, -2.0], [-0.7, 0.9, 0.5], [0.4, -0.3, 0.1], [0.6, -0.5, -0.1], [-0.5, -1.3, 1.3], [-0.4, 0.7, 0.1], [0.9, 0.2, 0.3], [0.1, -0.5, -0.7], [0.3, -0.3, 0.2], [-0.3, 0.2, 0.2], [-0.5, 1.2, 0.4], [0.7, 0.7, -0.7], [0.3, -0.4, -0.3], [0.6, 1.9, 0.2], [1.1, 0.4, -0.5], [0.2, 2.0, -0.6], [-1.6, -0.6, 0.1], [0.6, 0.6, 0.4], [0.5, -0.2, -1.0], [-0.6, -0.9, 0.7], [-0.3, -1.0, 0.2], [0.1, -0.4, -0.2], [-1.3, -1.2, -0.8], [0.4, -0.6, 0.0], [-0.3, -0.1, 1.5], [1.4, 0.2, 0.1], [-0.5, -0.2, 0.1], [-0.2, 0.2, -0.3], [-1.0, -0.1, -0.4], [-0.7, 1.3, 1.7], [-0.4, -0.7, 0.4], [-1.4, 1.1, 0.0], [0.5, -0.5, -0.1], [2.3, -0.5, -0.4], [-0.6, 0.2, 0.7], [0.4, -0.3, -0.8], [0.5, 0.0, 0.4], [-0.3, -0.5, -0.2], [0.0, 0.4, -0.4], [0.7, -0.5, -0.5], [0.2, -0.1, -0.1], [-0.5, 0.2, -0.3], [0.2, 0.1, -0.1], [0.8, 0.1, 0.8], [0.5, -0.9, -0.6], [-0.6, 1.1, 0.3], [-0.4, 0.0, -0.2], [0.2, -0.1, -0.1], [-0.4, -0.2, -0.3], [1.6, -1.1, 0.9], [0.6, 0.5, 0.1], [-0.3, 0.3, 0.2], [-1.4, 0.7, 0.0], [-0.3, -0.4, -1.0], [-0.2, -0.1, -0.2], [-0.5, -1.4, 0.4], [0.2, 0.7, 2.3], [-0.2, -0.1, -2.3], [0.3, 0.6, -0.3], [0.1, 0.0, -0.2], [0.2, 0.4, 0.1], [0.0, 0.1, 0.2], [1.8, 1.6, 1.4], [-1.8, -1.9, -1.8], [-0.1, -0.4, 0.5], [0.3, -0.2, 0.0], [-0.2, 0.7, -0.2], [-1.1, -0.6, 1.9], [0.2, 1.5, -1.2], [-0.1, -0.7, 0.6], [-0.2, 0.0, 0.0], [0.3, 0.2, -0.1], [0.9, -0.3, -1.1]], "lowdin_charge": [-0.06, -0.23, 0.00, -0.60, 0.11, -0.02, -0.01, 0.07, 0.09, 0.08, 0.12, 0.13, 0.11, 0.07, 0.10, -0.06, -0.19, 0.05, -0.62, 0.11, 0.00, -0.06, 0.09, 0.09, 0.05, 0.12, 0.15, 0.12, 0.09, 0.09, -0.07, -0.22, 0.02, -0.64, 0.12, 0.01, 0.00, 0.07, 0.09, 0.05, 0.13, 0.12, 0.08, 0.10, 0.09, -0.07, -0.26, 0.14, 0.09, 0.08, 0.09, -0.09, -0.31, 0.12, 0.11, 0.06, 0.03, -0.09, -0.30, 0.12, 0.09, 0.04, 0.08, -0.07, -0.26, 0.14, 0.09, 0.08, 0.09, -0.08, -0.29, 0.16, 0.08, 0.07, 0.11]}

Entry 2:
{"formula": "C22H39NO8P", "method": "ωB97M-V/def2-TZVPD", "gap_ev": 2.67, "total_charge": -1, "e_above_lowest_ev": 0.000, "homo_ev": -2.069, "energy_ev": -50605.35026, "largest_force_ev_per_a": 0.7, "symbols": ["C", "C", "C", "C", "N", "C", "C", "P", "O", "O", "O", "C", "O", "C", "C", "O", "C", "C", "C", "C", "O", "C", "C", "C", "C", "C", "C", "C", "C", "O", "H", "H", "H", "H", "H", "H", "H", "H", "H", "H", "H", "H", "H", "H", "H", "H", "H", "H", "H", "H", "H", "H", "H", "H", "H", "H", "H", "H", "H", "H", "H", "H", "H", "H", "H", "H", "C", "O", "H", "H", "H"], "coordinates": [[6.1369, 2.8328, 0.4208], [4.7894, 2.8178, 1.1411], [3.7135, 1.9863, 0.4138], [2.4424, 2.7867, 0.1546], [1.5826, 2.1977, -0.8931], [0.4227, 1.5399, -0.4948], [-0.7377, 2.1526, -0.1900], [-0.9869, 3.9514, -0.3941], [-2.2879, 4.4169, 0.0785], [0.2477, 4.6844, 0.3127], [-0.5914, 4.2068, -1.8974], [-1.8670, 1.3111, 0.2976], [-2.8117, 1.7655, 0.8891], [-1.8044, -0.1701, 0.1269], [-3.0917, -0.9136, 0.3405], [-4.0545, -0.4403, -0.5582], [-5.3827, -0.2633, -0.0835], [-5.8386, 1.1990, -0.0885], [-6.0443, 1.8081, 1.3011], [-0.6505, -0.7670, -0.1710], [-0.5115, -2.1111, -0.2831], [-0.2908, -2.7838, 0.9617], [-0.0606, -4.2546, 0.6951], [-0.0637, -5.0172, 2.0366], [1.1563, -4.5700, -0.1801], [2.5516, -4.4513, 0.4596], [3.1434, -3.0385, 0.3345], [3.4912, -5.4568, -0.2085], [0.5515, 0.0393, -0.4346], [1.6329, -0.4735, -0.6271], [5.9897, 3.0207, -0.6425], [6.7705, 3.6295, 0.8117], [6.6625, 1.8872, 0.5516], [4.4406, 3.8513, 1.2256], [4.9140, 2.4623, 2.1649], [4.1119, 1.6023, -0.5272], [3.4596, 1.1283, 1.0371], [2.6771, 3.8173, -0.1159], [1.8640, 2.8210, 1.0825], [2.1418, 1.5542, -1.4385], [0.5252, 4.2468, 1.1232], [-0.9536, 3.5224, -2.4855], [-3.3984, -0.7971, 1.3856], [-2.9018, -1.9780, 0.1612], [-6.0279, -0.8478, -0.7444], [-5.4883, -0.6943, 0.9177], [-5.1015, 1.7825, -0.6385], [-6.7770, 1.2681, -0.6415], [-5.1172, 2.2207, 1.6938], [-6.3993, 1.0592, 2.0140], [-6.7736, 2.6180, 1.2738], [-1.2034, -2.6798, 1.5614], [0.5286, -2.3083, 1.5095], [-0.9432, -4.5822, 0.1388], [-0.9597, -5.6274, 2.1415], [0.8164, -5.6413, 2.1636], [-0.0717, -4.3225, 2.8815], [1.0370, -5.6011, -0.5254], [1.1361, -3.9408, -1.0719], [2.5205, -4.6984, 1.5228], [2.7617, -2.3725, 1.1084], [2.8736, -2.5996, -0.6254], [4.2313, -3.0697, 0.3968], [3.1545, -6.4855, -0.0707], [3.5740, -5.2523, -1.2786], [4.4971, -5.3844, 0.2114], [-2.6714, 4.2626, -4.3682], [-2.6739, 3.2574, -5.2530], [-1.7308, 4.8897, -4.3419], [-3.4816, 5.0399, -4.4860], [-2.8001, 3.9560, -3.2836]], "atomic_forces_ev_per_a": [[-0.1, 0.1, 0.2], [-0.1, 0.2, -0.2], [0.1, 0.0, 0.4], [-0.2, 0.2, -0.2], [0.2, -0.2, 0.3], [0.0, 0.2, -0.2], [0.1, 0.0, 0.3], [-0.4, 0.2, -0.2], [0.2, -0.1, 0.0], [0.3, -0.1, 0.1], [0.2, -0.3, 0.3], [0.2, -0.1, 0.0], [-0.3, 0.2, 0.3], [-0.2, -0.1, -0.2], [0.2, -0.3, 0.1], [0.1, 0.2, -0.1], [-0.2, 0.0, 0.0], [-0.1, 0.1, 0.2], [0.1, 0.0, 0.1], [-0.3, 0.0, 0.1], [0.2, -0.2, -0.1], [-0.3, 0.1, -0.1], [0.0, -0.2, 0.1], [-0.1, 0.3, 0.1], [0.1, -0.1, 0.2], [0.3, 0.1, -0.2], [-0.2, -0.2, -0.1], [0.2, 0.1, 0.1], [0.2, 0.0, -0.2], [0.0, 0.0, 0.0], [0.1, 0.0, -0.1], [0.1, 0.0, 0.0], [0.0, -0.1, -0.1], [0.0, 0.0, 0.0], [0.0, 0.0, 0.0], [0.0, 0.0, -0.1], [0.0, -0.2, -0.2], [0.1, 0.0, -0.1], [0.1, 0.0, 0.0], [0.0, -0.1, 0.0], [-0.2, 0.2, 0.1], [-0.3, 0.5, -0.4], [-0.1, 0.1, 0.0], [-0.1, 0.0, 0.0], [0.1, 0.0, 0.0], [0.1, 0.0, 0.1], [0.0, 0.0, -0.1], [0.0, 0.0, -0.1], [0.1, 0.0, 0.0], [-0.1, 0.0, 0.0], [0.0, 0.0, 0.0], [0.1, 0.0, 0.1], [0.1, -0.1, -0.1], [0.0, 0.0, -0.1], [0.1, -0.1, 0.0], [0.0, -0.2, -0.1], [0.1, 0.0, 0.0], [-0.1, 0.0, 0.0], [-0.1, 0.0, 0.0], [-0.1, -0.1, 0.0], [0.1, 0.1, 0.0], [0.1, 0.0, 0.0], [0.0, 0.0, 0.2], [-0.1, 0.0, -0.1], [-0.1, -0.1, 0.0], [0.0, 0.0, 0.0], [0.1, 0.1, 0.0], [0.1, 0.0, 0.1], [0.0, -0.1, 0.0], [0.0, -0.1, -0.1], [-0.1, -0.1, 0.0]], "lowdin_charge": [-0.12, -0.26, -0.19, -0.20, 0.04, -0.18, -0.06, 0.45, -0.25, -0.12, -0.11, -0.30, 0.13, 0.00, -0.15, -0.11, -0.21, -0.21, -0.11, -0.17, -0.03, -0.16, -0.33, -0.05, -0.14, -0.42, -0.07, -0.09, -0.22, 0.12, 0.07, 0.07, 0.07, 0.10, 0.10, 0.11, 0.11, 0.12, 0.11, 0.11, 0.06, 0.08, 0.14, 0.13, 0.12, 0.11, 0.11, 0.10, 0.06, 0.06, 0.06, 0.13, 0.13, 0.14, 0.08, 0.07, 0.08, 0.11, 0.12, 0.12, 0.06, 0.07, 0.07, 0.07, 0.09, 0.07, -0.54, -0.45, 0.03, 0.03, 0.02]}

no.,lowest unoccupied orbital energy (eV)
1,0.32
2,0.60